No. 1
Formula: C32H24F2NO
Source: OMol25
Level of theory: wB97M-V/def2-TZVPD

E, eV: -42537.9414
HOMO, hartree: -0.37385
Net charge: +1
HOMO-LUMO gap, eV: 4.780

The geometry in XYZ format:
```
60
Properties=species:S:1:pos:R:3:mulliken_charge:R:1
F 3.895 0.876 3.900 -0.2987
C 4.110 1.437 2.661 0.2658
C 5.394 1.364 2.120 -0.5738
C 5.618 1.976 0.879 -0.5557
C 4.598 2.642 0.217 -0.5693
C 3.291 2.710 0.772 0.8404
C 2.253 3.394 0.075 -0.1688
C 0.908 3.342 0.413 0.0737
C -0.061 4.145 -0.178 -0.6382
C -1.382 4.256 0.350 0.8383
C -1.926 3.248 1.192 -0.1661
C -3.111 3.525 1.863 0.0321
F -3.624 2.574 2.710 -0.3264
C -3.797 4.729 1.718 -0.4667
C -3.289 5.681 0.825 -0.7172
C -2.117 5.441 0.127 -0.5041
C 3.055 2.078 2.031 -0.7108
H 6.190 0.861 2.659 0.4557
H 6.611 1.932 0.435 0.3980
H 4.775 3.106 -0.752 0.3983
H 2.556 4.029 -0.760 0.5096
H 0.608 2.671 1.216 -0.0005
H 0.244 4.881 -0.923 0.3938
H -1.420 2.298 1.351 0.4986
H -4.679 4.925 2.322 0.4803
H -3.820 6.620 0.673 0.4233
H -1.699 6.201 -0.541 0.3992
H 2.073 2.114 2.500 0.5123
C -5.665 1.403 -1.921 -0.3506
C -4.784 0.399 -1.504 -0.6587
C -3.408 0.620 -1.536 -0.4083
C -2.895 1.833 -2.010 0.3101
C -1.394 1.968 -2.092 0.4641
C -0.896 3.106 -2.802 -0.9753
N 0.413 3.170 -3.268 0.5039
C 1.328 2.203 -2.956 -0.4008
C 2.657 2.310 -3.321 -0.8542
C 3.107 3.403 -4.033 -0.6528
C 2.214 4.423 -4.382 0.9161
C 0.840 4.310 -4.000 1.1882
C -0.044 5.366 -4.245 -0.7037
C 0.380 6.499 -4.952 -0.8889
C 1.722 6.624 -5.357 -0.5373
C 2.629 5.621 -5.045 -0.9088
O -0.691 1.115 -1.492 -0.8205
C -3.786 2.864 -2.360 -0.0291
C -5.165 2.641 -2.336 -1.0072
H -6.737 1.223 -1.910 0.4071
H -5.150 -0.573 -1.177 0.4043
H -2.713 -0.160 -1.224 0.4308
H -1.614 3.618 -3.435 0.8613
H 0.974 1.348 -2.407 0.5828
H 3.303 1.505 -3.009 0.5279
H 4.154 3.495 -4.308 0.4440
H -1.067 5.347 -3.871 0.3521
H -0.333 7.294 -5.171 0.4129
H 2.044 7.519 -5.899 0.3904
H 3.686 5.749 -5.292 0.3872
H -3.407 3.838 -2.677 0.3966
H -5.849 3.427 -2.663 0.3930
```

***

No. 2
Formula: C32H24NO4P2S2W
Source: OMol25
Level of theory: wB97M-V/def2-TZVPD

E, eV: -85302.9205
HOMO, hartree: -0.63404
Net charge: +3
HOMO-LUMO gap, eV: 5.858
ΔE to the lowest compared entry with this formula, charge and spin, kJ/mol: 162.4

The geometry in XYZ format:
```
66
Properties=species:S:1:pos:R:3:mulliken_charge:R:1
W 0.359 1.488 1.141 0.7745
O -3.386 3.583 -0.081 -0.4464
C -2.341 3.135 0.528 0.2384
O -1.971 1.958 0.536 -0.2873
C -1.545 4.093 1.328 0.3003
C -1.878 5.384 1.667 -0.6329
C -1.091 6.038 2.622 -0.3737
C -0.061 5.354 3.246 -0.7016
C 0.196 4.054 2.837 0.7721
N -0.487 3.467 1.861 -0.2040
C 1.133 3.091 3.507 0.2371
O 1.799 3.296 4.455 -0.4249
O 1.041 1.859 2.901 -0.3962
H -3.888 2.885 -0.539 0.3874
H -2.744 5.862 1.229 0.5754
H -1.323 7.056 2.908 0.5050
H 0.523 5.789 4.047 0.5294
S 2.376 0.204 1.156 -0.3216
P 0.954 -1.290 0.945 1.5854
C -0.232 -0.113 0.301 -0.6978
P -0.124 0.557 -1.362 1.3988
S 0.650 2.506 -0.876 -0.3956
C -1.673 0.630 -2.213 0.7434
C -1.687 1.205 -3.488 -0.5644
C -2.869 1.218 -4.206 -0.7911
C -4.016 0.647 -3.662 -0.5051
C -3.992 0.064 -2.398 -0.7767
C -2.820 0.058 -1.660 -0.2028
C 1.128 -0.238 -2.349 0.9499
C 2.433 0.238 -2.449 -0.4912
C 3.331 -0.434 -3.260 -0.8922
C 2.927 -1.569 -3.954 -0.5431
C 1.625 -2.046 -3.843 -0.8105
C 0.714 -1.380 -3.043 -0.6174
C 0.367 -1.769 2.547 1.0260
C -0.592 -0.989 3.207 -0.5053
C -0.857 -1.232 4.541 -0.9229
C -0.177 -2.247 5.210 -0.6087
C 0.756 -3.032 4.548 -0.7468
C 1.039 -2.794 3.211 -0.6646
C 1.464 -2.652 -0.060 1.0371
C 0.542 -3.683 -0.276 -0.4968
C 0.943 -4.795 -0.991 -0.7953
C 2.250 -4.884 -1.466 -0.5384
C 3.160 -3.860 -1.240 -0.8133
C 2.770 -2.730 -0.538 -0.3881
H -0.785 1.624 -3.921 0.4723
H -2.897 1.659 -5.193 0.4691
H -4.936 0.647 -4.232 0.4678
H -4.886 -0.395 -1.996 0.4678
H -2.789 -0.390 -0.674 0.4422
H 2.751 1.129 -1.918 0.3600
H 4.343 -0.064 -3.362 0.4784
H 3.632 -2.080 -4.597 0.5011
H 1.315 -2.925 -4.393 0.5208
H -0.308 -1.735 -2.973 0.5171
H -1.203 -0.273 2.669 0.5501
H -1.612 -0.656 5.059 0.4851
H -0.389 -2.437 6.254 0.4379
H 1.268 -3.827 5.073 0.4479
H 1.780 -3.393 2.695 0.4853
H -0.465 -3.624 0.123 0.4759
H 0.246 -5.604 -1.165 0.4833
H 2.562 -5.766 -2.009 0.4714
H 4.176 -3.943 -1.602 0.5071
H 3.474 -1.925 -0.364 0.4561
```

***

No. 3
Formula: C32H25BIrN6O2
Source: OMol25
Level of theory: wB97M-V/def2-TZVPD

E, eV: -50126.8006
Spin multiplicity: 6
HOMO (alpha / beta), hartree: -0.41524 / -0.49835
Net charge: +2
HOMO-LUMO gap (alpha / beta), eV: 6.494 / 4.739
ΔE to the lowest compared entry with this formula, charge and spin, kJ/mol: 0.0

The geometry in XYZ format:
```
67
Properties=species:S:1:pos:R:3:mulliken_charge:R:1
Ir -0.091 -0.157 0.195 0.6190
C 4.417 -1.668 3.016 -0.6791
C 4.664 -1.582 1.652 -0.8965
C 3.829 -0.836 0.833 -0.0395
C 2.730 -0.184 1.388 -0.4106
C 2.477 -0.271 2.757 -0.2964
C 3.328 -1.006 3.568 -0.6959
N 1.805 0.497 0.564 0.1893
C 2.203 1.472 -0.315 1.1778
C 3.454 2.114 -0.278 -0.8827
C 3.749 3.089 -1.208 -0.8733
C 2.812 3.441 -2.179 -0.5675
C 1.557 2.837 -2.234 -0.7982
C 1.247 1.867 -1.303 0.3065
N 0.051 1.171 -1.230 1.4394
N -0.907 1.305 -2.129 -1.4457
C -1.921 0.438 -1.889 0.4645
C -3.038 0.421 -2.747 -0.6958
C -4.043 -0.482 -2.532 -0.3294
C -3.950 -1.382 -1.459 -0.8408
C -2.850 -1.320 -0.644 -0.1462
N -1.851 -0.437 -0.830 -0.0005
H 5.079 -2.242 3.650 0.4663
H 5.513 -2.095 1.221 0.4500
H 4.008 -0.776 -0.233 0.5651
H 1.642 0.279 3.180 0.5641
H 3.149 -1.050 4.634 0.4775
H 4.169 1.849 0.489 0.5336
H 4.708 3.587 -1.179 0.4527
H 3.059 4.206 -2.903 0.4401
H 0.830 3.109 -2.985 0.5328
H -3.058 1.126 -3.564 0.5502
H -4.903 -0.505 -3.188 0.4288
H -4.720 -2.112 -1.265 0.4726
H -2.744 -1.990 0.199 0.3721
N -0.082 -1.796 1.595 -0.6059
C 0.662 -2.924 1.071 0.2262
C 0.957 -4.057 1.916 -0.9049
C 1.616 -5.103 1.386 -0.6682
C 2.024 -5.094 -0.007 -0.9171
C 1.759 -3.988 -0.852 0.1877
C 2.125 -3.907 -2.185 -0.7444
C 1.807 -2.730 -2.922 -0.9289
C 1.162 -1.705 -2.316 -0.4789
N 0.793 -1.769 -0.987 0.0651
C 1.068 -2.867 -0.286 1.0164
H 0.350 -1.519 2.478 0.4038
H -1.026 -2.101 1.838 0.4712
H 0.644 -4.044 2.952 0.5366
H 1.852 -5.967 1.990 0.4582
H 2.549 -5.950 -0.409 0.4780
H 2.643 -4.728 -2.660 0.4872
H 2.079 -2.650 -3.965 0.4785
H 0.904 -0.791 -2.831 0.4589
O -1.017 1.230 2.838 -0.2884
B -0.899 1.241 1.385 1.1069
O -1.474 2.511 0.987 -0.4394
C -1.855 3.165 2.060 0.7217
C -2.439 4.426 2.151 -1.0055
C -2.722 4.848 3.423 -0.4531
C -2.436 4.046 4.589 -0.4345
C -1.860 2.802 4.511 -1.0662
C -1.569 2.364 3.226 0.9061
H -2.649 5.019 1.273 0.5736
H -3.177 5.817 3.578 0.4545
H -2.692 4.457 5.556 0.4521
H -1.647 2.201 5.383 0.5485
```